No. 1
The following is a quantum chemistry calculation of a structure of composition C18H27N2O5P2STi in a non-equilibrium geometry, from the OMol25 dataset.

The geometry in ORCA input format:
```
! wB97M-V def2-TZVPD RIJCOSX def2/J DEFGRID3
* xyz 1 3
Ti 0.33 0.72 -0.80
P 2.28 -0.69 -0.29
C 2.41 -0.91 -2.09
C 1.09 -1.49 -2.60
N -0.03 -0.86 -2.15
C -1.21 -1.26 -2.68
C -1.30 -2.29 -3.60
C -0.14 -2.86 -4.09
C 1.07 -2.43 -3.60
C -2.49 -0.58 -2.23
P -2.47 1.05 -1.55
H 2.03 -2.77 -3.97
H -2.29 -2.58 -3.95
H -0.18 -3.63 -4.84
H -3.14 -0.39 -3.09
H -3.02 -1.15 -1.46
H 2.49 0.13 -2.56
H 3.27 -1.59 -2.29
H 0.07 4.49 -2.12
O 1.59 1.61 -1.81
H 2.30 2.25 -2.10
H -1.09 1.43 -1.58
O -0.38 4.34 -1.29
H 0.16 3.65 -0.79
C -2.98 2.26 -2.73
H -3.96 1.86 -3.03
H -3.00 3.25 -2.25
H -2.25 2.31 -3.55
C -3.39 1.14 -0.05
H -3.09 1.93 0.66
H -4.40 1.32 -0.42
H -3.34 0.16 0.44
C 2.25 -2.33 0.40
H 3.13 -2.84 -0.03
H 2.29 -2.28 1.50
H 1.33 -2.85 0.08
C 3.75 0.18 0.23
H 3.47 0.87 1.04
H 4.47 -0.57 0.60
H 4.17 0.73 -0.61
O 2.83 1.57 4.55
S 2.26 0.50 3.77
O 2.99 -0.73 3.61
N 1.69 1.03 2.28
C 0.39 0.86 2.15
O -0.20 1.06 0.99
C -0.31 0.37 3.33
C -1.64 -0.04 3.51
C -1.99 -0.58 4.74
C -1.05 -0.72 5.78
C 0.28 -0.36 5.56
C 0.62 0.16 4.33
H -2.35 0.07 2.69
H -3.02 -0.90 4.92
H -1.35 -1.13 6.75
H 1.05 -0.47 6.32
*
```

## Properties
ΔE to the lowest compared entry with this formula, charge and spin ... 0.00 kJ/mol
HOMO (spin up / spin down) ... -8.708 / -11.600 eV


No. 2
The following is a quantum chemistry calculation of the molecule C18H27N3O3, from the OMol25 dataset.

The geometry in ORCA input format:
```
! wB97M-V def2-TZVPD RIJCOSX def2/J DEFGRID3
* xyz 0 1
C 0.83 4.83 3.26
C 1.63 3.54 3.11
C 2.11 3.03 4.47
C 2.82 3.76 2.17
O 0.84 2.53 2.44
C -0.31 2.10 2.98
O -0.78 2.46 4.04
N -0.92 1.20 2.18
C -0.33 0.73 0.94
C -1.39 0.08 0.07
C -2.03 -1.14 0.76
C -1.30 -2.44 0.39
N -1.47 -2.80 -1.00
C -0.46 -2.64 -1.91
O 0.66 -2.28 -1.60
N -0.85 -2.96 -3.19
C -0.09 -2.97 -4.36
C -0.71 -3.40 -5.54
C -0.01 -3.43 -6.73
C 1.31 -3.03 -6.77
C 1.93 -2.60 -5.60
C 1.24 -2.57 -4.41
C -2.02 -0.96 2.28
C -2.11 0.52 2.64
H 1.46 5.61 3.69
H -0.02 4.67 3.92
H 0.47 5.17 2.29
H 2.77 3.76 4.92
H 1.26 2.86 5.12
H 2.65 2.09 4.34
H 3.49 4.50 2.59
H 2.47 4.11 1.20
H 3.36 2.83 2.03
H 0.47 0.01 1.15
H 0.12 1.57 0.42
H -2.16 0.82 -0.16
H -0.94 -0.22 -0.87
H -3.07 -1.23 0.41
H -0.22 -2.32 0.54
H -1.66 -3.26 1.01
H -2.40 -2.99 -1.31
H -1.80 -3.28 -3.32
H -1.75 -3.71 -5.51
H -0.51 -3.76 -7.63
H 1.86 -3.05 -7.70
H 2.96 -2.29 -5.62
H 1.72 -2.24 -3.50
H -2.86 -1.49 2.73
H -1.10 -1.36 2.70
H -2.17 0.67 3.72
H -3.01 0.97 2.19
*
```

## Properties
ΔE to the lowest compared entry with this formula, charge and spin ... 20.19 kJ/mol
HOMO ... -8.384 eV
Structure (SMILES) ... CC(C)(C)OC(=O)N1CCC(CNC(=O)Nc2ccccc2)CC1


No. 3
The following is a quantum chemistry calculation of a cluster of 3 separate species, C18H27N3P in total, from the OMol25 dataset.

The geometry in ORCA input format:
```
! wB97M-V def2-TZVPD RIJCOSX def2/J DEFGRID3
* xyz 1 1
C 3.10 0.97 2.39
C 3.18 2.42 2.88
P 1.88 3.54 2.25
C 2.43 5.10 3.02
N 0.40 3.22 3.25
C -0.80 3.88 2.68
C -1.78 2.71 2.38
N -1.07 1.51 2.85
C 0.04 1.95 3.52
N 0.70 1.23 4.41
H 2.15 0.49 2.60
H 3.89 0.38 2.85
H 3.25 0.92 1.31
H 4.08 2.90 2.50
H 3.24 2.47 3.97
H 1.70 5.89 2.86
H 2.64 4.99 4.08
H 3.36 5.39 2.51
H -1.23 4.53 3.43
H -0.54 4.49 1.82
H -2.68 2.83 2.98
H -2.07 2.62 1.34
H -0.87 0.83 2.11
H 1.21 1.69 5.14
H 0.70 0.22 4.38
C -0.43 -3.14 0.26
C -1.52 -3.09 -0.61
C -1.78 -1.94 -1.33
C -0.95 -0.83 -1.20
C 0.14 -0.88 -0.34
C 0.40 -2.04 0.39
H -0.23 -4.04 0.82
H -2.16 -3.96 -0.72
H -2.62 -1.91 -2.01
H -1.15 0.06 -1.78
H 0.79 -0.02 -0.25
H 1.25 -2.08 1.06
C -0.88 -4.66 -5.05
C -1.44 -4.83 -6.31
C -2.12 -3.78 -6.91
C -2.23 -2.56 -6.26
C -1.67 -2.39 -5.00
C -1.00 -3.44 -4.39
H -0.35 -5.48 -4.58
H -1.35 -5.78 -6.82
H -2.55 -3.91 -7.89
H -2.76 -1.74 -6.73
H -1.76 -1.44 -4.49
H -0.56 -3.31 -3.41
*
```

## Properties
HOMO ... -10.771 eV


No. 4
The following is a quantum chemistry calculation of the molecule C18H27NO2, from the OMol25 dataset.

The geometry in ORCA input format:
```
! wB97M-V def2-TZVPD RIJCOSX def2/J DEFGRID3
* xyz 0 1
C 5.24 -0.81 -3.69
C 3.92 -1.34 -3.22
C 3.66 -2.70 -3.19
C 2.43 -3.16 -2.74
C 1.44 -2.29 -2.33
C 0.11 -2.78 -1.85
C 1.70 -0.91 -2.36
O 0.67 -0.12 -1.95
C 0.84 1.28 -1.85
C 1.64 1.68 -0.61
C 0.95 1.19 0.66
C -0.35 1.95 0.91
O -0.56 3.07 0.49
N -1.24 1.26 1.66
C -2.54 1.79 2.03
C -3.67 0.90 1.51
C -3.73 -0.44 2.24
C -3.87 -0.21 3.75
C -2.72 0.63 4.28
C -2.65 1.97 3.55
C 2.93 -0.45 -2.81
H 5.86 -1.61 -4.08
H 5.77 -0.33 -2.87
H 5.10 -0.06 -4.47
H 4.42 -3.40 -3.50
H 2.24 -4.23 -2.72
H -0.69 -2.32 -2.44
H 0.04 -3.86 -1.93
H -0.05 -2.49 -0.82
H -0.17 1.68 -1.77
H 1.30 1.68 -2.75
H 1.70 2.77 -0.58
H 2.65 1.27 -0.65
H 0.75 0.12 0.58
H 1.60 1.35 1.53
H -1.02 0.34 1.98
H -2.59 2.77 1.55
H -4.61 1.42 1.64
H -3.52 0.73 0.44
H -4.58 -1.02 1.87
H -2.83 -1.02 2.05
H -3.91 -1.17 4.27
H -4.81 0.31 3.95
H -2.84 0.80 5.35
H -1.78 0.08 4.14
H -3.56 2.54 3.76
H -1.80 2.55 3.91
H 3.15 0.60 -2.85
*
```

## Properties
ΔE to the lowest compared entry with this formula, charge and spin ... 1.57 kJ/mol
HOMO ... -8.212 eV
Structure (SMILES) ... Cc1ccc(C)c(OCCCC(=O)NC2CCCCC2)c1


No. 5
The following is a quantum chemistry calculation of the molecule C18H27NO5, from the OMol25 dataset.

The geometry in ORCA input format:
```
! wB97M-V def2-TZVPD RIJCOSX def2/J DEFGRID3
* xyz 0 1
C 5.74 -2.08 2.27
C 4.68 -1.61 1.28
C 5.19 -1.71 -0.15
O 4.17 -1.34 -1.09
C 4.00 -0.04 -1.32
O 4.69 0.83 -0.85
C 2.80 0.19 -2.21
C 1.61 0.35 -1.29
C 0.63 -0.61 -1.21
C -0.44 -0.45 -0.34
C -0.53 0.67 0.47
O -1.52 0.92 1.37
C -2.64 0.07 1.40
C -3.45 0.15 0.09
O -3.17 0.94 -0.78
N -4.49 -0.71 -0.02
C -4.89 -1.69 0.98
C -4.23 -3.05 0.75
C -5.29 -0.65 -1.23
C -6.49 0.28 -1.07
C 0.48 1.65 0.40
O 0.33 2.71 1.25
C 1.29 3.74 1.20
C 1.54 1.48 -0.48
H 6.64 -1.47 2.19
H 6.00 -3.11 2.09
H 5.37 -1.99 3.29
H 4.42 -0.56 1.49
H 3.78 -2.21 1.39
H 5.45 -2.74 -0.40
H 6.06 -1.06 -0.30
H 2.96 1.10 -2.79
H 2.66 -0.66 -2.87
H 0.68 -1.50 -1.82
H -1.21 -1.21 -0.32
H -2.34 -0.96 1.62
H -3.25 0.45 2.22
H -4.65 -1.32 1.98
H -5.97 -1.80 0.91
H -4.58 -3.76 1.49
H -4.47 -3.43 -0.24
H -3.15 -2.97 0.82
H -5.61 -1.66 -1.49
H -4.64 -0.27 -2.03
H -7.06 0.30 -2.00
H -7.14 -0.06 -0.27
H -6.15 1.28 -0.85
H 2.29 3.37 1.45
H 0.97 4.47 1.94
H 1.32 4.21 0.21
H 2.32 2.21 -0.54
*
```

## Properties
ΔE to the lowest compared entry with this formula, charge and spin ... 52.50 kJ/mol
HOMO ... -7.810 eV
Structure (SMILES) ... CCCOC(=O)Cc1ccc(OCC(=O)N(CC)CC)c(OC)c1


No. 6
The following is a quantum chemistry calculation of a structure of composition C18H28AuN12PS2, from the OMol25 dataset.

The geometry in ORCA input format:
```
! wB97M-V def2-TZVPD RIJCOSX def2/J DEFGRID3
* xyz -2 3
Au 0.26 0.33 0.87
S 2.07 1.48 -0.38
C 1.55 3.01 0.25
S 0.24 2.88 1.34
C 2.16 4.20 -0.09
C 1.72 5.45 0.45
N 1.38 6.47 0.85
C 3.26 4.25 -0.98
N 4.17 4.32 -1.69
N -2.79 -0.75 2.45
C -2.82 -0.47 1.10
N -3.90 -0.61 0.35
N -3.49 -0.26 -0.89
N -2.25 0.06 -0.89
N -1.79 -0.06 0.37
C -1.73 -0.48 3.29
N -1.77 -0.64 4.60
N -0.53 -0.30 5.01
N 0.21 0.04 4.01
N -0.53 -0.07 2.89
H -3.67 -0.96 2.89
C 0.54 -4.28 -1.57
C 1.90 -3.79 -1.07
C 2.39 -2.80 -2.14
C 2.86 -4.99 -1.02
P 1.59 -2.80 0.54
N 0.89 -1.52 0.08
C 3.27 -2.55 1.41
C 3.87 -3.78 2.12
C 3.17 -1.41 2.43
C 4.29 -2.06 0.38
C 0.50 -3.91 1.67
C 0.84 -5.40 1.78
C 0.48 -3.33 3.09
C -0.94 -3.77 1.14
H 0.65 -4.64 -2.60
H -0.19 -3.47 -1.57
H 0.14 -5.11 -0.98
H 2.28 -3.28 -3.12
H 3.44 -2.53 -2.03
H 1.79 -1.90 -2.12
H 2.84 -5.48 -2.00
H 2.58 -5.73 -0.28
H 3.89 -4.68 -0.84
H 3.30 -4.07 3.00
H 4.88 -3.52 2.46
H 3.96 -4.65 1.47
H 2.51 -1.61 3.27
H 2.83 -0.49 1.96
H 4.17 -1.22 2.83
H 4.62 -2.84 -0.30
H 5.18 -1.69 0.92
H 3.89 -1.22 -0.20
H 1.85 -5.57 2.16
H 0.74 -5.92 0.83
H 0.14 -5.87 2.48
H 1.41 -3.50 3.63
H -0.32 -3.84 3.65
H 0.26 -2.27 3.10
H -1.15 -4.43 0.31
H -1.14 -2.74 0.82
H -1.64 -4.02 1.95
*
```

## Properties
ΔE to the lowest compared entry with this formula, charge and spin ... 67.21 kJ/mol
HOMO (spin up / spin down) ... -1.814 / -2.594 eV


No. 7
The following is a quantum chemistry calculation of a structure of composition C18H28AuNS in a non-equilibrium geometry, from the OMol25 dataset.

The geometry in ORCA input format:
```
! wB97M-V def2-TZVPD RIJCOSX def2/J DEFGRID3
* xyz 2 3
C 1.57 2.07 -1.07
H 2.27 2.46 -0.33
H 2.00 1.67 -1.97
H -0.40 -0.45 0.78
C 0.35 2.95 -1.27
H -0.44 2.35 -1.75
H 0.01 3.27 -0.27
C 0.76 4.14 -2.13
H -0.10 4.79 -2.28
H 1.54 4.70 -1.59
H 1.13 3.79 -3.10
C -1.11 -2.35 -0.31
C -1.73 -1.44 -1.20
C -0.74 -0.93 -2.08
C 0.53 -1.55 -1.73
C 0.27 -2.44 -0.63
C 1.25 -3.41 -0.06
C 1.69 -1.64 -2.65
C -0.98 -0.08 -3.27
C -3.17 -1.09 -1.21
C -1.79 -3.12 0.76
Au 0.78 0.41 -0.07
H 2.60 -1.92 -2.12
H 1.53 -2.41 -3.43
H 1.84 -0.69 -3.17
H 2.28 -3.13 -0.31
H 1.17 -3.51 1.03
H 1.05 -4.39 -0.51
H -2.59 -2.54 1.23
H -2.23 -4.04 0.36
H -1.06 -3.40 1.54
H -3.34 -0.10 -1.65
H -3.76 -1.82 -1.79
H -3.57 -1.07 -0.19
H -0.12 0.57 -3.51
H -1.17 -0.71 -4.15
H -1.85 0.56 -3.12
S 2.36 0.36 1.70
C 1.39 0.82 3.03
N 0.11 0.33 3.07
C -0.85 0.71 3.94
C -0.52 1.59 4.95
C 0.78 2.10 5.00
C 1.74 1.72 4.06
H -0.16 -0.25 2.24
H -1.83 0.28 3.76
H -1.28 1.86 5.67
H 1.05 2.81 5.78
H 2.75 2.14 4.03
*
```

## Properties
ΔE to the lowest compared entry with this formula, charge and spin ... 18.94 kJ/mol
HOMO (spin up / spin down) ... -14.759 / -14.652 eV


No. 8
The following is a quantum chemistry calculation of a structure of composition C18H28B2Cl6CrF8O12 in a non-equilibrium geometry, from the OMol25 dataset.

The geometry in ORCA input format:
```
! wB97M-V def2-TZVPD RIJCOSX def2/J DEFGRID3
* xyz 1 4
Cr -2.31 0.98 1.56
B -2.44 3.55 1.97
F -1.85 2.54 2.65
F -1.69 4.47 1.35
F -3.15 2.82 0.99
F -3.33 4.15 2.74
B 0.08 0.86 0.36
F 1.24 1.58 0.22
F -0.02 -0.41 -0.20
F -0.29 0.79 1.69
F -1.02 1.63 0.10
C -0.57 -2.55 5.17
C 0.12 -1.36 5.71
O -0.19 -0.28 4.94
C -1.35 -0.60 4.31
O -2.02 0.18 3.59
O -1.61 -1.88 4.44
H -1.06 -3.11 5.96
H 0.11 -3.16 4.57
H 1.20 -1.50 5.66
H -0.18 -1.15 6.73
C -4.35 -0.53 -3.47
C -3.37 0.54 -3.88
O -3.01 1.12 -2.60
C -3.42 0.39 -1.62
O -3.26 0.54 -0.36
O -4.17 -0.58 -2.03
H -4.04 -1.43 -4.01
H -5.41 -0.37 -3.66
H -3.93 1.24 -4.50
H -2.44 0.12 -4.27
C -1.60 -4.67 0.96
C -2.75 -4.52 -0.07
O -2.98 -3.12 -0.01
C -2.19 -2.44 0.88
O -2.20 -1.19 1.11
O -1.34 -3.34 1.34
H -0.71 -4.99 0.42
H -1.89 -5.26 1.83
H -3.58 -5.19 0.10
H -2.41 -4.59 -1.10
C 0.74 0.15 -4.51
C 0.77 0.27 -2.97
O 0.59 1.65 -2.77
C -0.02 2.18 -3.84
O -0.48 3.34 -3.83
O 0.03 1.37 -4.82
H 0.17 -0.70 -4.88
H 1.74 0.11 -4.92
H 1.75 0.05 -2.53
H -0.01 -0.32 -2.51
Cl 2.06 -4.76 0.11
C 1.87 -3.00 -0.01
C 2.47 -2.17 1.10
Cl 1.92 -2.44 2.71
H 0.79 -2.84 -0.09
H 2.33 -2.76 -0.97
H 2.42 -1.10 0.88
H 3.54 -2.34 1.10
Cl 0.70 6.65 0.72
C 2.01 5.43 0.51
C 1.76 4.44 -0.65
Cl 1.61 5.34 -2.21
H 2.16 4.99 1.49
H 2.92 5.98 0.26
H 0.81 3.95 -0.40
H 2.56 3.70 -0.69
Cl 4.60 -0.62 -2.48
C 4.66 0.53 -1.14
C 5.93 0.53 -0.31
Cl 6.06 -0.94 0.57
H 3.80 0.43 -0.48
H 4.36 1.51 -1.52
H 5.88 1.37 0.38
H 6.83 0.73 -0.89
*
```

## Properties
HOMO (spin up / spin down) ... -11.577 / -11.577 eV


E_tot for every record listed, in sequence, given in a.u.: -3117.950027; -1092.158943; -1207.475277; -907.360626; -1133.047511; -2633.141486; -1290.582711; -6259.960317.